No. 1
The following is a DFT calculation (wB97M-V/def2-TZVPD) of a 2-piece molecular cluster, C10H10BFO overall in a non-equilibrium geometry.

The geometry in XYZ format:
```
23
Properties=species:S:1:pos:R:3:lowdin_charge:R:1
B 0.02 -0.76 -0.06 -0.12
C 1.93 1.28 -0.15 -0.03
C 3.26 1.55 -0.21 -0.01
C 3.72 -0.80 0.02 0.03
C 1.40 -0.04 -0.12 -0.07
C 2.33 -1.03 0.06 -0.15
C 4.15 0.46 -0.16 -0.26
C -2.76 0.16 -1.46 -0.04
C -2.08 0.22 -0.30 -0.16
C 1.60 -2.37 0.07 -0.11
C -2.61 0.76 1.01 -0.15
O 0.19 -2.09 0.01 0.05
F 5.51 0.69 -0.16 0.04
H 1.15 2.16 -0.15 0.16
H 3.81 2.45 -0.27 0.11
H 4.50 -1.67 0.21 0.17
H -3.79 0.28 -1.62 0.03
H -2.27 -0.08 -2.35 0.02
H 1.75 -3.06 -0.73 0.12
H 1.61 -3.14 0.97 0.18
H -3.38 1.45 0.97 0.03
H -2.72 0.12 1.86 0.06
H -1.91 1.51 1.50 0.08
```

The value obtained for the frontier orbital gap is 9.0218 eV. As for the HOMO energy: -8.6 eV.

No. 2
The following is a DFT calculation (wB97M-V/def2-TZVPD) of F4I2MnN2O8S4 as an isolated structure in a non-equilibrium geometry.

The geometry in XYZ format:
```
21
Properties=species:S:1:pos:R:3:lowdin_charge:R:1
Mn 8.07 -12.48 14.78 1.02
N 11.17 -12.76 14.81 -0.31
S 12.25 -13.02 13.72 0.44
O 11.90 -14.13 12.89 -0.29
O 13.70 -12.66 13.79 -0.31
F 11.65 -11.89 12.77 -0.23
S 12.32 -12.74 16.10 0.58
O 12.87 -11.41 16.35 -0.30
O 13.13 -13.93 16.41 -0.31
F 11.28 -12.82 17.34 -0.23
N 6.95 -13.50 12.02 -0.31
S 6.46 -15.07 11.54 0.59
O 7.09 -15.59 10.32 -0.30
O 5.09 -15.48 11.97 -0.31
F 7.38 -15.72 12.69 -0.24
S 6.73 -12.97 10.55 0.44
O 5.37 -13.19 10.02 -0.32
O 7.92 -12.93 9.78 -0.26
F 6.61 -11.39 10.96 -0.24
I 5.91 -14.39 17.30 -0.58
I 7.67 -8.79 15.13 -0.54
```

As for the expectation value of S²: 8.77. The value obtained for the frontier orbital gap (spin up / spin down) is 5.3269 / 5.7220 eV. As for the total charge: -2. As for the HOMO energy (spin up / spin down): -4.0 / -4.1 eV. The multiplicity is 6.

The following energy above the lowest of the compared OMol25 structures with the same formula, charge and spin values (in kJ/mol) correspond, in order, to the records above: 115.97 467.59.